Entry 1:
ORCA calculation (wB97M-V/def2-TZVPD) on C5H15AsBiN2O2Te4 as an isolated structure at a distorted geometry.

Geometry (Å):
Bi  -0.544  -1.587  -0.807
Te  -2.620  -0.724  0.366
Te  -2.632  -2.666  2.474
Te  1.802  -2.199  3.475
Te  -0.386  -3.771  0.364
C  -0.411  0.916  3.049
As  1.387  -0.103  2.165
C  3.253  -2.985  2.075
C  2.429  1.111  1.724
O  1.073  -0.792  0.598
H  0.430  1.336  4.081
H  -1.120  0.445  3.559
H  -0.414  1.735  2.692
H  4.136  -3.369  2.401
H  3.250  -1.585  1.615
H  3.020  -4.128  1.478
H  3.151  0.839  3.309
H  2.619  2.245  1.530
H  3.601  0.752  1.776
C  -1.891  2.411  -2.283
N  -1.929  1.714  -3.360
C  -2.006  0.439  -3.573
N  -2.069  -0.146  -4.948
O  -1.942  -0.623  -2.726
H  -2.223  3.694  -2.493
H  -1.136  2.607  -1.449
H  -2.650  2.097  -1.736
H  -1.720  2.417  -4.347
H  -2.255  0.947  -5.974
H  -2.203  -1.026  -5.036

Computed properties:
Electronic energy   -108330.1209 eV
Gap between HOMO and LUMO (alpha / beta)   0.2050 / 0.2050 Ha
Energy above the lowest of the compared OMol25 structures with the same formula, charge and spin   18.043 eV
E_HOMO (alpha / beta)   -10.46 / -10.46 eV
Total charge   +1

***

Entry 2:
ORCA calculation (wB97M-V/def2-TZVPD) on C29H25Cl2MgN2O4PS3SbSe as an isolated structure.

Geometry (Å):
Mg  0.285  -2.672  0.961
S  5.107  -2.842  2.652
Sb  2.911  -2.187  2.756
S  1.315  -3.909  2.820
S  2.084  -0.982  0.911
C  2.131  1.228  -2.708
N  2.220  -0.211  -2.803
C  1.250  -1.037  -3.279
Se  -0.343  -0.547  -4.095
N  1.669  -2.299  -3.070
C  2.878  -2.297  -2.392
C  3.633  -3.323  -1.845
C  4.778  -2.956  -1.159
C  5.165  -1.618  -1.040
C  4.407  -0.596  -1.586
C  3.248  -0.965  -2.249
H  1.222  1.538  -3.216
H  2.997  1.689  -3.187
H  2.088  1.521  -1.658
H  1.078  -3.129  -3.183
H  3.298  -4.350  -1.903
H  5.364  -3.714  -0.655
H  6.037  -1.380  -0.447
H  4.666  0.443  -1.431
O  -3.557  -1.549  1.945
C  -2.800  -2.182  1.218
O  -1.535  -2.033  1.101
H  -3.247  -2.975  0.575
C  -0.347  5.999  -0.370
C  -0.392  5.554  0.943
C  -0.471  4.195  1.224
C  -0.497  3.255  0.197
C  -0.451  3.717  -1.121
C  -0.385  5.073  -1.406
P  -0.582  1.414  0.390
C  -0.458  1.237  2.208
C  -1.423  0.603  2.982
C  -1.198  0.375  4.335
C  -0.014  0.779  4.931
C  0.965  1.395  4.160
C  0.749  1.604  2.809
C  -2.368  1.214  0.036
C  -2.708  0.300  -0.955
C  -4.039  0.106  -1.308
C  -5.035  0.823  -0.667
C  -4.704  1.744  0.321
C  -3.378  1.940  0.665
H  -0.282  7.058  -0.586
H  -0.368  6.269  1.757
H  -0.511  3.867  2.255
H  -0.474  2.999  -1.935
H  -0.353  5.405  -2.436
H  -2.331  0.214  2.540
H  -1.948  -0.153  4.911
H  0.167  0.581  5.981
H  1.914  1.674  4.603
H  1.542  2.030  2.204
H  -1.930  -0.265  -1.457
H  -4.290  -0.613  -2.077
H  -6.074  0.661  -0.930
H  -5.483  2.302  0.829
H  -3.121  2.658  1.437
Cl  -1.780  -5.604  0.346
C  -1.707  -4.761  -1.224
Cl  -2.544  -5.722  -2.462
C  -0.260  -4.372  -1.610
O  0.148  -4.657  -2.736
O  0.348  -3.719  -0.721
H  -2.278  -3.845  -1.095

Computed properties:
Electronic energy   -185827.1927 eV
Gap between HOMO and LUMO (alpha / beta)   0.2245 / 0.2315 Ha
Energy above the lowest of the compared OMol25 structures with the same formula, charge and spin   0.444 eV
2S+1   2
E_HOMO (alpha / beta)   -2.02 / -2.70 eV
Total charge   -2

***

Entry 3:
ORCA calculation (wB97M-V/def2-TZVPD) on C42H49F6GeKN8O7S4 as an isolated structure at a distorted geometry.

Geometry (Å):
K  -1.005  -1.163  0.784
O  4.124  -1.181  -1.018
C  3.941  -1.250  -2.360
C  5.013  -1.058  -3.219
C  4.844  -1.109  -4.593
C  3.582  -1.317  -5.120
C  2.510  -1.507  -4.267
C  2.663  -1.507  -2.886
C  1.490  -1.768  -2.005
O  0.306  -1.658  -2.453
N  1.841  -2.207  -0.846
N  1.305  -2.319  0.311
C  1.261  -3.448  0.927
C  0.883  -3.556  2.302
C  1.031  -4.799  2.950
C  0.695  -4.916  4.277
C  0.143  -3.815  4.923
C  0.012  -2.640  4.198
N  0.422  -2.484  2.957
H  5.027  -0.892  -0.836
H  5.995  -0.866  -2.799
H  5.705  -0.983  -5.236
H  3.436  -1.345  -6.192
H  1.512  -1.665  -4.652
H  1.496  -4.387  0.412
H  1.428  -5.641  2.402
H  0.858  -5.849  4.803
H  -0.174  -3.874  5.955
H  -0.466  -1.776  4.645
F  -3.342  -2.719  -2.775
C  -3.155  -3.855  -2.104
F  -2.306  -4.596  -2.831
F  -4.333  -4.502  -2.129
S  -2.506  -3.744  -0.330
O  -1.325  -2.961  -0.411
O  -2.360  -5.127  0.011
N  -3.756  -3.066  0.350
S  -3.571  -2.767  1.873
O  -2.225  -2.573  2.291
O  -4.630  -1.966  2.395
C  -3.910  -4.468  2.685
F  -4.853  -5.203  2.074
F  -2.812  -5.224  2.749
F  -4.328  -4.337  3.962
N  -2.909  -0.398  -1.094
C  -2.092  -0.396  -1.900
N  1.196  1.276  3.181
C  0.931  0.667  4.349
S  -0.373  1.044  5.293
N  1.823  -0.256  4.827
C  3.158  -0.447  4.523
C  3.740  -1.689  4.798
C  5.099  -1.871  4.645
C  5.905  -0.821  4.232
C  5.330  0.404  3.936
C  3.971  0.597  4.075
H  0.436  1.792  2.754
H  1.746  0.769  2.494
H  1.411  -0.914  5.474
H  3.107  -2.504  5.118
H  5.539  -2.835  4.855
H  6.974  -0.956  4.149
H  5.946  1.229  3.609
H  3.531  1.559  3.866
C  -3.500  4.083  -2.372
C  -2.673  3.198  -3.297
C  -3.408  1.906  -3.635
C  -2.581  0.911  -4.439
Ge  -1.043  -0.103  -3.486
C  0.458  1.186  -3.215
C  0.913  1.895  -4.480
C  2.115  2.817  -4.249
C  1.749  4.045  -3.423
H  -2.992  5.027  -2.182
H  -3.655  3.576  -1.423
H  -4.474  4.292  -2.813
H  -1.735  2.956  -2.800
H  -2.433  3.743  -4.216
H  -4.322  2.157  -4.194
H  -3.708  1.433  -2.698
H  -2.215  1.406  -5.342
H  -3.263  0.127  -4.782
H  -0.956  -1.235  -4.503
H  1.300  0.656  -2.781
H  0.118  1.896  -2.461
H  0.093  2.484  -4.900
H  1.189  1.143  -5.224
H  2.508  3.145  -5.220
H  2.904  2.256  -3.744
H  0.914  4.571  -3.884
H  2.594  4.729  -3.349
H  1.463  3.761  -2.414
O  -2.558  0.081  1.769
S  -2.997  1.194  0.936
C  -4.824  0.995  0.726
C  -5.484  2.254  1.247
C  -4.733  2.599  2.525
C  -3.267  2.590  2.150
H  -5.060  0.115  1.318
H  -5.020  0.804  -0.323
H  -6.550  2.111  1.430
H  -5.370  3.068  0.526
H  -4.915  1.823  3.267
H  -5.044  3.564  2.934
H  -2.602  2.395  2.986
H  -2.967  3.509  1.650
N  3.984  5.622  0.464
C  3.230  4.749  0.410
C  2.314  3.693  0.348
C  0.944  3.933  0.507
C  0.059  2.874  0.475
C  0.424  1.514  0.332
C  1.819  1.341  0.143
C  2.737  2.373  0.134
H  0.606  4.956  0.651
H  -0.998  3.111  0.576
H  2.186  0.332  -0.004
H  3.796  2.183  -0.013

Computed properties:
Electronic energy   -203088.2021 eV
Gap between HOMO and LUMO   0.2227 Ha
Energy above the lowest of the compared OMol25 structures with the same formula, charge and spin   1.066 eV
E_HOMO   -2.25 eV
Total charge   -2

***

Entry 4:
ORCA calculation (wB97M-V/def2-TZVPD) on a 4-piece molecular cluster, H10NO3 overall at a distorted geometry.

Geometry (Å):
N  0.079  1.034  0.059
H  -0.931  1.080  0.259
H  0.761  0.682  0.792
H  0.447  1.959  -0.146
H  0.150  0.536  -0.825
H  -3.325  0.702  0.215
H  -2.854  -0.617  0.579
O  -2.477  0.253  0.391
H  2.557  -0.053  2.393
H  1.278  -0.916  1.878
O  1.716  -0.045  1.883
H  1.469  -1.957  -2.229
H  0.321  -1.404  -3.032
O  0.810  -1.254  -2.217

Computed properties:
Electronic energy   -7789.1660 eV
Gap between HOMO and LUMO   0.4515 Ha
Energy above the lowest of the compared OMol25 structures with the same formula, charge and spin   0.512 eV
E_HOMO   -15.41 eV
Total charge   +1